{"formula": "C2H5NO2S", "method": "the ωB97M-V functional and the def2-TZVPD basis", "spin_multiplicity": 3, "relative_energy_ev": 3.375, "max_force_ev_per_a": 5.76, "homo_lumo_gap_ev": [5.02, 6.84], "total_energy_ha": -682.3557, "species": ["C", "C", "N", "O", "O", "S", "H", "H", "H", "H", "H"], "positions_angstrom": [[1.02919, 0.59813, -0.51814], [0.14503, -0.41804, -1.12675], [-0.81247, -0.98245, 0.05532], [-1.36084, -2.17786, -0.39286], [0.09460, -0.98595, -2.14791], [-0.41400, -0.79081, 1.64586], [1.18594, 1.21974, -1.29616], [0.59185, 1.08008, 0.23696], [1.82848, 0.09077, -0.02773], [-2.17641, -2.27492, 0.08787], [-1.61504, -0.23033, 1.93513]], "atomic_forces_ev_per_a": [[-0.24, -2.94, -1.35], [-1.31, -0.85, 2.81], [-0.28, -1.40, -5.33], [0.26, 1.33, -0.84], [0.28, -0.04, -1.02], [2.19, 0.61, 5.29], [1.69, 2.27, -2.38], [-2.00, 2.00, 2.67], [1.22, -0.43, -0.16], [-0.75, -0.32, 0.86], [-1.05, -0.22, -0.55]], "nbo_charge": [-0.73, 0.68, -0.22, -0.48, -0.47, -0.06, 0.24, 0.25, 0.26, 0.48, 0.05]}